C71H68FN2O22 | wB97M-V/def2-TZVPD

The HOMO energy comes out at -10.9 eV. As for the net charge: +1. Its LUMO energy is -3.346 eV. The spin multiplicity is 1.

Structure (XYZ):
```
164
Properties=species:S:1:pos:R:3:forces:R:3
F -0.00982 4.72152 3.73590 0.0735 -0.0871 -0.2620
O 0.11409 -6.38194 -2.29921 -0.0205 0.1376 -0.0161
O -11.14633 -2.42134 -3.86168 -0.0225 -0.0109 0.0013
O -3.74470 6.57062 12.38954 -0.0051 -0.0088 0.0283
O 3.76779 7.40197 0.04899 -0.3191 -0.0247 0.4029
O 4.00955 -11.68380 -3.22490 0.0385 0.0293 0.0518
O 0.67181 -6.03078 1.98117 0.0478 -0.0078 0.0007
O -2.07425 1.40932 -2.31281 0.0563 0.0755 0.0861
O 5.32374 -6.82564 -3.11329 0.0169 0.0737 0.0062
O 1.67443 -14.07780 -5.25028 0.0027 0.0044 -0.0266
O 5.78422 -9.46225 -7.68907 0.0019 0.0191 -0.0189
O -4.29136 -3.37159 -2.81079 -0.0158 -0.0222 -0.0100
O -2.12410 -1.55693 1.55931 0.0188 0.0596 0.0008
O 8.26835 -3.02899 1.12838 -0.0018 0.0305 -0.0036
O 5.89073 -7.68857 0.33134 0.0758 -0.0045 0.0814
O 3.39662 12.36396 -2.02146 0.0157 -0.0010 0.0144
O -2.23993 7.13066 7.34551 0.0712 0.0055 0.0342
O 0.42482 9.12815 -0.02732 0.2257 -0.2450 0.4982
O -4.65337 6.58708 3.92514 0.0126 -0.2294 -0.1413
O -6.44244 -0.02299 -3.47805 0.0207 0.0039 0.0230
O 0.55584 9.64422 -5.56555 0.0009 -0.0163 -0.0052
O -0.79413 -14.91955 -0.64345 -0.0146 0.0005 0.0127
O 1.64608 4.00140 2.36779 -0.1378 -0.0587 -0.2606
N 0.26268 5.35782 0.62172 -0.0180 0.0684 -0.0373
N 1.61230 7.36864 0.82717 -0.1225 0.2777 0.8906
C -1.65144 7.29014 9.61951 0.0069 -0.0021 0.0223
C -8.66744 -0.15774 -2.72107 -0.0255 -0.0002 0.0017
C 0.28837 3.93484 2.61782 0.0977 0.1030 0.2883
C -0.78370 3.15676 0.45931 -0.3015 -0.0970 -0.2843
C 5.05526 -9.83825 -4.24018 -0.0062 -0.0363 0.0255
C 2.22315 11.26618 -5.18635 0.0215 0.0257 0.0202
C 1.20509 10.27272 -4.75856 0.0051 0.0010 -0.0173
C -0.43782 6.05158 -0.50232 0.0045 0.2685 -0.3894
C 2.93706 11.95163 -4.29680 -0.0188 -0.0179 -0.0266
C 1.79549 -14.03314 -2.90129 0.0329 -0.0543 0.0347
C -7.74232 -1.68129 -4.52717 -0.0135 -0.0207 -0.0048
C -10.07110 -1.87416 -3.77593 0.0054 -0.0014 -0.0050
C 0.02356 -5.01270 1.88616 0.0051 0.0116 -0.0052
C -1.14842 1.77170 1.03185 0.4480 -0.4213 -0.0763
C 2.74558 11.74937 -2.83851 0.0097 0.0027 -0.0165
C 4.42272 -11.17975 -4.24940 -0.0339 -0.0245 -0.0894
C -7.52297 -0.57134 -3.56888 -0.0049 -0.0294 -0.0356
C -2.22347 1.71143 2.11101 -0.2897 0.0282 -0.0628
C -2.64425 -1.86409 -3.55526 0.0370 0.0158 -0.0027
C -9.84872 -0.76114 -2.81576 0.0267 0.0271 0.0190
C -2.09151 -0.66058 -3.43170 -0.0030 -0.0132 -0.0206
C 1.72600 10.75872 -2.41131 0.0596 0.0608 -0.1225
C -2.58512 7.00395 8.50443 -0.0216 0.0168 0.0034
C -3.72775 -0.09727 -1.57722 0.0402 -0.0296 0.0226
C -0.22553 -14.72892 -1.69614 0.0084 0.0075 0.0054
C 0.46601 9.14792 2.33648 -0.2394 -0.2520 0.0582
C -3.95625 6.55778 8.85024 -0.0119 -0.0068 0.0156
C -0.48651 -4.30738 3.09082 -0.0193 0.0147 0.0178
C 6.44552 -6.62561 0.51941 0.0307 -0.0216 -0.0103
C 1.01351 10.07518 -3.29992 -0.0121 -0.0247 0.0458
C 4.74918 -11.31910 -6.67406 -0.0004 0.0008 0.0324
C -2.26897 6.80226 3.65524 -0.0482 0.2766 -0.3506
C 1.30779 -6.49334 -2.49162 0.0417 -0.0792 0.0568
C -3.78436 -2.27850 -2.69645 -0.0498 0.0324 -0.0288
C -0.58159 4.35596 1.41054 -0.1247 -0.1377 0.1930
C 8.22416 -5.05057 -0.08021 -0.0087 -0.0305 -0.0056
C -0.91091 -14.97085 -2.99295 0.0055 0.0042 -0.0373
C 5.95057 -5.67863 1.54898 -0.0089 0.0348 0.0253
C 3.05810 7.65272 0.98092 0.5236 -0.2782 -1.0368
C 4.30185 -11.87937 -5.55291 0.0170 -0.0237 -0.0248
C -2.14342 6.41797 2.17181 -0.3193 0.0831 0.4005
C 1.91887 -6.10198 -3.78704 0.0092 -0.0092 -0.0215
C -3.39598 6.11400 4.40725 0.1553 0.2712 0.2591
C -1.18871 -3.18284 2.98299 0.0103 -0.0148 0.0074
C -2.59174 0.31458 -2.43237 -0.0368 -0.0411 0.0124
C 3.60705 8.24201 2.24979 -0.1827 -0.0718 0.3493
C 7.62802 -6.22331 -0.27890 0.0354 0.0276 -0.0089
C 0.11241 0.95003 1.43370 -0.2267 0.3740 0.1262
C -1.95123 4.92103 1.85592 0.0541 0.0915 -0.0321
C -8.92280 -2.28645 -4.62350 0.0360 0.0087 -0.0065
C -2.02797 7.14857 10.88722 0.0235 0.0081 -0.0314
C 7.73139 -4.09959 0.94794 0.0040 -0.0113 -0.0067
C 3.51650 -7.13633 -1.63793 -0.0670 -0.0061 0.0006
C 4.12762 -6.73168 -2.92761 0.0074 0.0063 -0.0049
C -1.48840 -2.58869 1.65750 -0.0174 -0.0450 -0.0481
C -4.33533 6.41554 10.11703 -0.0076 -0.0037 -0.0375
C -0.29290 -14.75841 -4.15127 -0.0261 -0.0053 0.0038
C 1.10880 -14.27292 -4.19339 -0.0007 -0.0023 0.0211
C 5.50252 -9.27948 -5.36070 -0.0073 0.0220 0.0109
C -4.27862 -1.30041 -1.69659 0.0215 0.0481 0.0592
C 2.20587 -7.02159 -1.43514 0.0156 0.0051 -0.0098
C 3.22874 -6.21192 -3.98980 -0.0238 0.0173 -0.0062
C 2.17382 5.29136 2.06555 0.1829 -0.1131 0.0807
C 0.80602 8.59159 0.97944 -0.1675 0.2967 -0.7477
C 1.09159 6.23612 1.55350 0.5339 0.3050 0.1406
C 5.38345 -9.97640 -6.66775 -0.0150 -0.0196 -0.0018
C -0.28195 -4.41792 0.56029 0.0283 0.0225 -0.0421
C 1.17649 -14.24472 -1.74286 -0.0142 -0.0018 -0.0420
C -3.40097 6.69957 11.23762 0.0000 0.0034 -0.0074
C 6.54711 -4.50704 1.74795 -0.0275 -0.0268 -0.0018
C -0.98310 -3.29266 0.45539 0.0039 -0.0071 0.0223
H 0.30307 6.32254 -1.25104 0.0043 -0.0132 0.0984
H -1.36499 7.35043 11.71868 -0.0207 -0.0039 0.0198
H 1.04322 8.74156 3.16076 0.0839 0.0266 -0.0184
H 3.00863 8.02248 3.13227 -0.0422 -0.0186 -0.0544
H -2.53916 7.86493 3.66160 0.0919 -0.0186 0.1081
H 0.10599 3.00928 -0.16524 0.0761 0.0014 0.1291
H -1.39062 7.06505 1.73153 0.0383 -0.0830 -0.1188
H 4.66971 -11.80499 -7.63810 0.0104 0.0155 -0.0113
H -8.48283 0.65578 -2.03095 0.0205 0.0065 -0.0109
H -0.92121 6.96168 -0.17354 -0.0529 -0.0988 0.0926
H 0.55583 10.23118 2.28530 0.0554 -0.0176 0.0487
H -0.65787 7.61664 9.34029 -0.0053 0.0014 -0.0209
H -0.58601 8.92588 2.53624 0.0139 0.0891 0.0012
H -0.25313 -4.76046 4.04587 0.0042 -0.0235 -0.0110
H 2.94225 5.13924 1.30132 -0.0728 -0.0052 0.0003
H 4.60570 7.83560 2.39791 0.0413 0.1359 -0.0928
H -2.29977 -2.59335 -4.27746 -0.0179 -0.0214 0.0079
H 9.08585 -4.73113 -0.65203 0.0031 0.0211 0.0124
H 5.13478 -9.35127 -3.27763 0.0344 -0.0329 0.0327
H 0.07533 2.90652 2.89488 0.0107 0.0897 0.0038
H 0.19683 0.05424 0.82009 0.0128 -0.0044 0.0765
H -2.36719 0.66839 2.37932 -0.0383 -0.0821 0.0172
H -1.21916 -2.84136 -0.50077 -0.0168 0.0085 0.0027
H 3.70000 -5.93205 -4.92376 0.0232 -0.0128 0.0086
H 0.47824 6.54002 2.40145 -0.3348 -0.1061 -0.2097
H -1.93207 -15.32529 -2.93376 0.0008 -0.0021 0.0283
H -2.22473 4.35644 2.74635 0.0056 -0.0310 -0.0541
H 0.97639 4.78597 0.16430 -0.1003 -0.1047 -0.0459
H 5.08656 -5.99903 2.11798 0.0044 -0.0293 -0.0112
H -9.10649 -3.09953 -5.31387 -0.0251 -0.0038 0.0078
H 1.65630 -14.07452 -0.78760 -0.0151 -0.0099 0.0120
H -4.08029 0.63432 -0.86144 0.0029 0.0126 -0.0074
H -5.32995 6.09175 10.39550 0.0043 0.0049 0.0275
H 4.19292 -7.52268 -0.88599 -0.0599 -0.0254 -0.0626
H 3.68457 12.67935 -4.58544 0.0043 0.0064 0.0229
H 7.96240 -6.93055 -1.02661 -0.0298 -0.0152 -0.0016
H 0.26573 9.34896 -3.00714 -0.0126 0.0045 -0.0167
H 2.34548 11.39369 -6.25426 -0.0192 -0.0143 -0.0058
H -1.26153 -0.33435 -4.04562 -0.0071 0.0256 0.0022
H -1.32444 6.72473 4.19721 -0.0343 -0.2384 0.0344
H -2.68756 4.63001 1.10580 0.1326 0.0147 -0.0830
H 6.20706 -3.79852 2.49245 0.0270 0.0171 -0.0011
H -1.16835 5.38494 -0.94961 0.0359 -0.1118 0.1376
H -3.18515 2.07503 1.73948 0.0320 0.1015 0.0292
H -1.56982 1.24636 0.17251 -0.0294 0.1331 0.0092
H -6.89131 -1.96547 -5.13296 0.0141 0.0115 0.0120
H -3.30446 6.41268 5.44973 -0.0771 -0.0691 0.0378
H 1.02803 1.53135 1.31003 0.0562 -0.0951 -0.0088
H 3.68018 9.32841 2.16609 0.0215 -0.0120 -0.1116
H 2.81321 -13.67191 -2.96430 -0.0105 0.0438 0.0095
H 5.96758 -8.30155 -5.37332 0.0052 0.0005 -0.0066
H -5.11213 -1.62274 -1.08621 0.0030 -0.0216 -0.0049
H -0.77172 -14.92629 -5.10761 0.0212 0.0037 -0.0120
H -1.57225 -2.65125 3.84472 -0.0155 0.0118 -0.0129
H 2.66096 5.69608 2.95253 -0.1108 0.0791 0.0385
H -4.62074 6.35997 8.01837 0.0120 0.0135 -0.0134
H -5.12128 5.87886 3.47588 -0.0129 0.0240 0.0407
H 1.73467 -7.30327 -0.50055 -0.0172 0.0025 -0.0104
H -1.56995 3.43230 -0.24881 0.0072 0.0112 0.0645
H 1.60139 10.63272 -1.34812 -0.0135 0.0149 0.0771
H 3.82205 -12.85078 -5.53511 -0.0319 0.0191 0.0151
H -10.69914 -0.47797 -2.20883 -0.0175 -0.0195 -0.0131
H 0.05066 0.64403 2.48007 0.0888 -0.1004 -0.0281
H -3.32946 5.02249 4.38420 -0.0422 -0.0169 -0.1221
H -1.99519 2.24997 3.03349 0.1383 0.0238 -0.0312
H 0.09456 -4.95493 -0.30047 -0.0622 -0.0506 -0.0300
H 1.24105 -5.72578 -4.54287 -0.0210 -0.0197 0.0082
H -3.08185 6.73090 1.70601 0.0572 -0.0537 -0.0552
```
Forces are in eV/Å.

Löwdin atomic charge list, values in e, 99 entries: 0.050 0.091 0.120 0.124 0.163 0.095 0.117 0.077 0.089 0.093 0.108 0.117 0.077 0.108 0.082 0.107 0.080 0.130 -0.050 0.085 0.108 0.107 0.001 0.013 0.056 0.018 0.017 -0.269 -0.092 0.020 0.024 -0.385 0.054 0.023 0.022 0.022 -0.382 -0.372 -0.372 -0.382 -0.366 -0.380 -0.061 0.028 0.026 0.024 0.016 -0.376 0.010 -0.387 0.034 0.021 0.030 -0.379 0.021 0.028 -0.182 -0.385 -0.389 -0.270 0.026 0.022 0.024 -0.425 0.029 -0.167 0.024 -0.250 0.023 -0.380 0.019 0.027 -0.048 -0.083 0.029 0.029 -0.386 0.035 -0.383 -0.378 0.029 0.019 -0.374 0.024 0.009 0.033 0.027 -0.076 -0.414 -0.207 -0.384 0.042 0.027 -0.381 0.021 0.030 0.119 0.125 0.078